No. 1
21
Properties=species:S:1:pos:R:3 method="wB97M-V/def2-TZVPD" molar_mass_g_mol=115.18 e_lumo_ha=0.03025 relative_energy_kcal_mol=46.7 total_energy_ev=-9864.342 orbital_gap_ev=9.7 e_homo_ev=-8.897 largest_force_ha_per_bohr=0.06192
C 1.245 -0.592 -0.177
N 2.420 -0.519 -1.038
C 3.654 -0.430 -0.424
N 4.523 0.414 -0.871
H 0.325 -0.706 -0.826
H 1.267 -1.492 0.450
H 1.125 0.258 0.512
H 2.271 0.111 -1.841
H 3.822 -1.107 0.368
H 5.449 0.053 -0.522
C -3.163 0.115 -0.940
C -2.406 -0.168 0.348
C -1.309 1.263 1.804
N -1.355 0.876 0.569
H -3.979 -0.636 -0.989
H -3.712 1.055 -0.817
H -2.515 0.138 -1.831
H -2.022 -1.205 0.362
H -3.128 -0.167 1.173
H -2.069 0.917 2.519
H -0.444 1.822 2.172



No. 2
21
Properties=species:S:1:pos:R:3 method="wB97M-V/def2-TZVPD" molar_mass_g_mol=115.18 e_lumo_ha=0.03566 relative_energy_kcal_mol=23.9 total_energy_ev=-9865.328 orbital_gap_ev=9.3 e_homo_ev=-8.318 largest_force_ha_per_bohr=0.00602
C -0.960 1.087 -1.377
C -1.746 -0.119 -0.942
C -2.094 -0.355 0.317
N -2.902 -1.425 0.762
H -1.007 1.860 -0.609
H 0.092 0.843 -1.548
H -1.350 1.492 -2.310
H -2.058 -0.825 -1.707
H -1.802 0.335 1.103
H -2.481 -1.902 1.550
H -3.055 -2.100 0.023
C 1.308 0.184 1.753
N 1.653 -0.452 0.494
C 2.560 0.145 -0.339
N 2.608 -0.111 -1.584
H 0.880 -0.559 2.422
H 2.228 0.552 2.207
H 0.610 1.018 1.636
H 0.892 -0.885 -0.016
H 3.227 0.846 0.172
H 3.396 0.370 -2.006



No. 3
21
Properties=species:S:1:pos:R:3 method="wB97M-V/def2-TZVPD" molar_mass_g_mol=115.18 e_lumo_ha=0.02984 relative_energy_kcal_mol=8.9 total_energy_ev=-9865.980 orbital_gap_ev=10.5 e_homo_ev=-9.671 largest_force_ha_per_bohr=0.01952
C -0.437 0.799 -0.851
C -0.963 -0.600 -0.511
C 0.273 1.471 0.321
C 0.522 0.685 -2.033
N -1.609 -0.652 0.807
H -1.293 1.426 -1.137
H -2.294 0.094 0.879
H -2.109 -1.530 0.903
H -0.124 -1.301 -0.490
H -1.643 -0.918 -1.316
H -0.363 1.504 1.202
H 0.544 2.492 0.051
H 1.186 0.933 0.562
H 1.374 0.066 -1.756
H 0.889 1.668 -2.323
H 0.030 0.230 -2.891
N 0.810 -1.356 2.151
C 1.714 -1.428 1.200
N 2.481 -1.552 0.351
H -0.116 -1.039 1.843
H 1.128 -0.992 3.037



No. 4
21
Properties=species:S:1:pos:R:3 method="wB97M-V/def2-TZVPD" molar_mass_g_mol=115.18 e_lumo_ha="0.02022 / 0.02513" relative_energy_kcal_mol=104.2 total_energy_ev=-9861.846 orbital_gap_ev="6.3 / 6.7" e_homo_ev="-5.730 / -5.992" largest_force_ha_per_bohr=0.02061
C 1.595 1.317 -0.077
C 2.048 -1.643 -0.087
C 0.730 -0.997 0.171
N 0.556 0.328 0.076
H -0.039 -1.586 0.669
H 2.591 0.903 0.077
H 1.606 1.782 -1.073
H 1.473 2.127 0.647
H 1.891 -2.695 -0.330
H 2.675 -1.607 0.813
H 2.601 -1.169 -0.899
C -1.716 1.479 0.366
N -2.029 -1.374 0.239
C -0.876 0.565 -0.524
N -1.391 -0.734 -0.871
H -2.731 -0.778 0.676
H -2.533 -2.161 -0.156
H -0.678 1.096 -1.470
H -1.228 2.449 0.483
H -2.692 1.647 -0.090
H -1.852 1.050 1.360



No. 5
22
Properties=species:S:1:pos:R:3 method="wB97M-V/def2-TZVPD" molar_mass_g_mol=131.18 e_lumo_ha=0.03124 relative_energy_kcal_mol=67.5 total_energy_ev=-11911.690 orbital_gap_ev=9.2 e_homo_ev=-8.316 largest_force_ha_per_bohr=0.05601
C -0.985 -1.887 0.219
C -1.699 0.972 -0.149
C -0.474 0.336 -0.782
O -0.442 0.502 -2.157
N -0.069 -0.968 -0.409
H -0.892 1.324 -2.392
H -1.797 -2.120 -0.473
H -1.422 -1.524 1.160
H -0.444 -2.810 0.426
H -1.653 0.875 0.932
H -1.736 2.031 -0.398
H -2.601 0.481 -0.514
C 1.152 -0.504 1.842
N 1.875 1.481 -1.023
C 1.210 -0.346 0.341
N 0.908 0.972 -0.128
H 1.742 2.485 -1.088
H 1.761 1.077 -1.956
H 2.119 -0.785 -0.087
H 0.259 -0.037 2.250
H 2.021 -0.002 2.265
H 1.167 -1.555 2.122



No. 6
22
Properties=species:S:1:pos:R:3 method="wB97M-V/def2-TZVPD" molar_mass_g_mol=131.18 e_lumo_ha=0.02489 relative_energy_kcal_mol=145.0 total_energy_ev=-11908.327 orbital_gap_ev=7.6 e_homo_ev=-6.925 largest_force_ha_per_bohr=0.10429
C -0.248 0.206 -0.199
C -1.673 -0.037 1.349
C -0.380 -1.031 -1.063
C -0.740 1.491 -0.809
N 0.795 0.303 0.653
N 1.229 -0.824 1.295
C 2.233 0.785 -0.709
O -2.953 -0.094 0.821
N 3.324 0.201 -0.539
H -3.066 -0.928 0.352
H 1.239 -1.729 0.834
H 1.597 -0.623 2.215
H 3.307 -0.497 0.215
H -1.563 0.853 1.958
H -1.346 -0.950 1.849
H 2.129 1.525 -1.510
H -1.099 -0.877 -1.866
H -0.735 -1.873 -0.460
H 0.575 -1.320 -1.500
H -0.329 1.631 -1.809
H -0.469 2.338 -0.182
H -1.827 1.450 -0.896



No. 7
22
Properties=species:S:1:pos:R:3 method="wB97M-V/def2-TZVPD" molar_mass_g_mol=131.18 e_lumo_ha=0.02282 relative_energy_kcal_mol=97.6 total_energy_ev=-11910.383 orbital_gap_ev=8.4 e_homo_ev=-7.734 largest_force_ha_per_bohr=0.02898
C 1.914 0.785 1.197
C 0.949 -1.071 -1.917
C 0.685 0.063 -0.948
C 0.968 -0.100 0.448
H 0.992 1.033 -1.341
H 0.850 -1.108 0.838
H 1.866 1.818 0.845
H 2.936 0.431 1.017
H 1.739 0.765 2.275
H 0.637 -2.027 -1.497
H 0.386 -0.906 -2.840
H 2.010 -1.134 -2.179
N -0.779 0.630 0.879
C -1.106 0.232 -0.684
N -1.808 0.258 1.810
N -1.640 -1.099 -0.672
O -1.612 1.134 -1.372
H -0.659 1.642 0.797
H -1.394 0.185 2.733
H -2.542 0.962 1.838
H -2.096 -1.305 0.211
H -2.295 -1.189 -1.437



No. 8
23
Properties=species:S:1:pos:R:3 method="wB97M-V/def2-TZVPD" molar_mass_g_mol=147.18 e_lumo_ha=0.03329 relative_energy_kcal_mol=87.3 total_energy_ev=-13958.249 orbital_gap_ev=9.2 e_homo_ev=-8.302 largest_force_ha_per_bohr=0.05458
C -0.360 1.686 1.016
C -0.168 -1.153 1.484
N -1.452 -1.493 1.700
C 0.845 -1.098 2.353
O -0.796 0.562 0.327
H -1.766 -2.393 1.369
H -2.148 -0.764 1.669
H 0.013 2.474 0.340
H 0.473 1.441 1.703
H -1.178 2.120 1.607
H 1.875 -1.120 2.035
H 0.630 -1.059 3.408
C -0.192 0.529 -2.950
N -0.144 -0.599 -2.037
C 0.427 -0.472 -0.797
N 1.607 0.245 -0.729
O 0.340 -1.543 -0.035
H -0.980 -1.162 -1.997
H 1.543 1.202 -1.041
H 2.023 0.177 0.189
H -0.748 1.375 -2.541
H -0.668 0.203 -3.873
H 0.824 0.841 -3.201



No. 9
23
Properties=species:S:1:pos:R:3 method="wB97M-V/def2-TZVPD" molar_mass_g_mol=147.18 e_lumo_ha=0.02598 relative_energy_kcal_mol=22.3 total_energy_ev=-13961.067 orbital_gap_ev=9.3 e_homo_ev=-8.628 largest_force_ha_per_bohr=0.04087
C -0.561 0.785 1.507
C -0.395 -0.690 1.819
C 1.641 1.476 0.718
N 0.633 1.624 1.464
N 1.973 0.527 -0.243
N 2.576 2.559 0.772
H -1.238 0.959 0.653
H -1.190 1.289 2.246
H -1.185 -1.306 1.369
H -0.227 -1.002 2.861
H -0.497 0.426 -1.409
H 1.431 -0.313 -0.267
H 2.936 0.632 -0.510
H 2.814 3.027 -0.087
H 2.363 3.132 1.565
H 0.511 -0.992 1.292
C -1.774 -2.364 -2.069
C -1.586 -0.901 -1.971
O -0.370 -0.535 -1.500
O -2.406 -0.063 -2.249
H -1.044 -2.843 -1.417
H -1.749 -2.780 -3.065
H -2.655 -2.646 -1.480



No. 10
22
Properties=species:S:1:pos:R:3 method="wB97M-V/def2-TZVPD" molar_mass_g_mol=147.25 e_lumo_ha="-0.34616 / -0.34617" relative_energy_kcal_mol=100.2 total_energy_ev=-20680.649 orbital_gap_ev="8.0 / 8.0" total_charge=+2 e_homo_ev="-17.444 / -17.444" largest_force_ha_per_bohr=0.10108
C 0.201 -0.972 -0.167
C -1.756 0.264 -0.404
C -1.875 -1.849 0.821
C 2.331 -0.516 -1.099
C 0.215 1.839 0.720
N -1.096 -0.731 0.172
N 1.069 -0.049 -0.550
N 0.948 1.172 -0.292
S -3.402 0.439 -0.406
H 0.638 -1.998 -0.106
H -1.267 0.946 -1.040
H -1.454 -1.889 1.795
H -2.954 -1.833 0.862
H -1.606 -2.760 0.352
H 3.056 -0.602 -0.261
H 2.708 0.236 -1.736
H 2.229 -1.605 -1.393
H -0.346 1.120 1.391
H 0.823 2.488 1.346
H -0.649 2.429 0.262
H 1.522 1.879 -0.683
H -3.598 1.666 -0.877



No. 11
23
Properties=species:S:1:pos:R:3 method="wB97M-V/def2-TZVPD" molar_mass_g_mol=145.19 e_lumo_ha=-0.11228 relative_energy_kcal_mol=34.9 total_energy_ev=-13396.009 orbital_gap_ev=11.1 total_charge=+1 e_homo_ev=-14.152 largest_force_ha_per_bohr=0.13973
C 1.495 -0.059 1.316
C 0.698 -1.095 -0.807
C 1.403 1.058 2.297
C -1.553 0.886 0.493
C -0.185 1.125 -0.133
N 1.708 -1.969 -0.980
N -0.331 -1.161 -1.611
N 0.736 0.136 0.111
N -0.498 -2.193 -2.508
O 2.144 -1.075 1.497
H 1.943 1.871 1.931
H 0.423 1.447 2.501
H 1.922 0.652 3.151
H -1.890 1.742 0.977
H -2.534 0.600 0.158
H -1.332 0.163 1.281
H -0.205 1.279 -1.242
H 0.266 2.124 0.298
H 2.549 -2.024 -0.406
H -1.150 -0.515 -1.303
H -0.675 -3.048 -1.989
H -1.220 -2.020 -3.180
H 1.476 -2.530 -1.827



No. 12
29
Properties=species:S:1:pos:R:3 method="wB97M-V/def2-TZVPD" molar_mass_g_mol=289.38 e_lumo_ha=0.10054 total_energy_ev=-52053.583 orbital_gap_ev=8.8 total_charge=-1 e_homo_ev=-6.093 largest_force_ha_per_bohr=0.02040
N 2.869 -2.268 0.989
C 2.748 -1.205 0.311
N 3.832 -0.801 -0.500
N 1.584 -0.410 0.350
C 1.495 0.867 -0.358
C 0.687 1.885 0.455
C -0.809 1.565 0.504
C -1.195 0.513 1.553
S -2.055 -0.936 0.946
O -2.749 -1.447 2.102
O -1.054 -1.793 0.339
N -3.110 -0.338 -0.098
S -3.256 -0.870 -1.575
O -3.380 -2.298 -1.678
O -4.228 -0.038 -2.231
S -1.474 -0.568 -2.694
H 2.039 -2.386 1.570
H 3.559 -0.211 -1.270
H 4.588 -0.384 0.024
H 0.782 -1.004 0.127
H 2.492 1.268 -0.543
H 0.989 0.736 -1.323
H 1.109 1.925 1.465
H 0.833 2.871 0.000
H -1.162 1.244 -0.476
H -1.361 2.481 0.728
H -0.298 0.111 2.029
H -1.841 0.927 2.326
H -1.565 0.768 -2.696